Density functional theory data (ωB97M-V/def2-TZVPD) for a structure of composition C2H6N4.

Cartesian coordinates (Å):
N  1.90  0.92  0.54
N  1.33  -0.27  0.11
N  -0.14  1.37  -1.50
N  -1.88  -0.60  0.18
C  -0.65  -0.80  -0.34
C  -0.03  0.27  -1.05
H  -0.31  -1.82  -0.43
H  1.49  1.29  1.40
H  1.35  -0.92  0.89
H  -2.51  -1.37  0.34
H  -2.29  0.32  0.08
H  1.74  1.61  -0.21

The orbital gap (spin up / spin down) is 7.85 / 7.84 eV. For the HOMO energy (spin up / spin down), the calculation gives -0.27669 / -0.27619 Ha.

=====

Density functional theory data (ωB97M-V/def2-TZVPD) for a cluster of 2 separate species, C2H6N4O in total.

Cartesian coordinates (Å):
O  -2.79  -0.80  -0.11
N  2.95  -0.79  -0.05
N  2.51  0.38  -0.07
N  1.95  -1.72  -0.02
N  1.15  0.30  -0.12
C  0.86  -0.99  -0.04
C  0.24  1.46  0.02
H  0.44  1.99  0.94
H  -3.62  -0.52  -0.49
H  -3.05  -1.02  0.80
H  -0.13  -1.42  -0.03
H  0.26  2.06  -0.91
H  -0.77  1.06  0.09

The orbital gap is 10.74 eV. For the HOMO energy, the calculation gives -0.38536 Ha.

=====

Density functional theory data (ωB97M-V/def2-TZVPD) for a structure of composition C2H6N4O.

Cartesian coordinates (Å):
O  0.15  -1.09  1.85
N  0.45  -0.36  -0.41
N  -0.59  1.76  -1.28
N  -0.09  1.26  1.19
N  0.52  -1.66  -0.87
C  0.26  -0.08  0.99
C  -0.48  0.44  -1.32
H  -1.05  1.70  -2.43
H  -0.03  -2.46  -0.43
H  -0.96  -0.44  -2.22
H  1.59  -2.02  -0.90
H  -0.73  1.70  0.32
H  -0.74  1.12  2.36

The orbital gap is 10.26 eV. For the HOMO energy, the calculation gives -0.36244 Ha.

=====

E, respectively: -298.66790; -374.02293; -373.87610 a.u..
Energy relative to the best compared isomer or geometry (same formula, charge and spin), respectively: 113.6; 54.9; 147.0 kcal per mole.